The following is a DFT calculation (the ωB97M-V functional and the def2-TZVPD basis) of C27H35ClCoN4P2 as an isolated structure at a distorted geometry.

Positions of all 70 atoms, in Å:
Co (0.04723, -0.67511, 4.51221)
C (-1.08491, 1.31175, 4.97010)
C (-1.51069, 0.60402, 3.84943)
C (-1.08903, 0.86608, 2.43834)
C (0.21099, 0.23123, 1.86568)
C (1.17674, -0.13154, 2.94281)
C (1.50590, 0.77743, 3.97142)
C (1.07778, 2.22993, 3.98510)
C (-0.12189, 2.45498, 4.92707)
C (1.28933, -1.09448, 5.92736)
H (-1.63384, 1.17502, 5.92311)
H (-2.44543, 0.04270, 3.94476)
H (-1.04870, 1.94552, 2.28715)
H (-1.92303, 0.46759, 1.84536)
H (-0.04494, -0.66259, 1.27198)
H (0.67186, 0.90469, 1.11653)
H (1.92922, -0.88792, 2.70292)
H (2.40565, 0.58537, 4.57950)
H (0.83733, 2.56997, 2.96759)
H (1.92819, 2.84918, 4.33771)
H (0.24498, 2.63336, 5.95233)
H (-0.62109, 3.39460, 4.63045)
H (1.26083, -0.18683, 6.55608)
H (2.32783, -1.23670, 5.57568)
H (0.90426, -1.96307, 6.47721)
P (1.48906, -0.95824, -1.56395)
P (-2.02116, -0.59252, -1.42947)
N (2.92092, 0.04877, -1.80018)
N (2.14055, -2.23560, -2.59716)
N (-2.21362, 1.18973, -1.56105)
N (-3.65124, -0.92119, -1.97924)
C (0.39455, -0.13944, -2.81459)
C (-0.99466, -0.83066, -2.94091)
C (3.73107, 0.40930, -0.71960)
C (4.76540, 1.20082, -1.18684)
C (4.61496, 1.32660, -2.60608)
C (3.47317, 0.60688, -2.95748)
C (2.26625, -3.54784, -2.12236)
C (2.77490, -4.34573, -3.13677)
C (2.92013, -3.51657, -4.30132)
C (2.53930, -2.22991, -3.93764)
C (-1.86900, 1.92006, -0.41919)
C (-1.95290, 3.27565, -0.66972)
C (-2.25382, 3.40803, -2.06496)
C (-2.37570, 2.12087, -2.59033)
C (-4.48112, -0.25738, -2.89823)
C (-5.55888, -1.08379, -3.19318)
C (-5.40386, -2.28940, -2.43079)
C (-4.24030, -2.16991, -1.68929)
H (0.89037, -0.09085, -3.80255)
H (0.28149, 0.89888, -2.46102)
H (-1.54985, -0.46153, -3.82705)
H (-0.86394, -1.92248, -3.05411)
H (3.46333, 0.08835, 0.27358)
H (5.53995, 1.65141, -0.58129)
H (5.25166, 1.86930, -3.29070)
H (3.00426, 0.47137, -3.91584)
H (1.96607, -3.78595, -1.11584)
H (3.02112, -5.39723, -3.06538)
H (3.23891, -3.82238, -5.28697)
H (2.50478, -1.32803, -4.52775)
H (-1.54879, 1.40921, 0.45455)
H (-1.80895, 4.05787, 0.06349)
H (-2.34332, 4.33796, -2.61083)
H (-2.57387, 1.79557, -3.60457)
H (-4.26429, 0.74683, -3.22196)
H (-6.35658, -0.85925, -3.88369)
H (-6.05305, -3.14970, -2.45537)
H (-3.78074, -2.82360, -0.96785)
Cl (-1.32717, -2.27946, 4.93364)

## Properties
Charge = 0
Largest force on an atom = 2.774 eV/A
Frontier orbital gap (alpha / beta) = 7.660 / 7.680 eV
<S²> = 3.779
2S+1 = 4
Energy = -3794.39382 Eh

The following is a DFT calculation (the ωB97M-V functional and the def2-TZVPD basis) of C27H35CsN2O7P3S as an isolated structure at a distorted geometry.

Positions of all 76 atoms, in Å:
Cs (0.23431, 0.80026, 0.75496)
C (0.09369, -3.85848, 0.59726)
C (-0.00019, -4.18571, -0.86984)
C (0.31913, -5.45600, -1.33215)
C (0.24109, -5.77341, -2.68137)
C (-0.18279, -4.81279, -3.58342)
C (-0.51174, -3.54187, -3.13491)
C (-0.40443, -3.20073, -1.78777)
P (-0.83001, -1.53969, -1.12273)
C (-0.92099, -0.49034, -2.63510)
C (-2.07051, 0.27792, -2.83562)
C (-2.14309, 1.22296, -3.84838)
C (-1.05698, 1.41277, -4.68884)
C (0.09918, 0.67444, -4.48620)
C (0.19964, -0.25629, -3.45657)
C (1.50495, -0.96761, -3.22858)
C (-2.55850, -1.84059, -0.70052)
C (-3.39010, -2.45569, -1.64599)
C (-4.73897, -2.63913, -1.44054)
C (-5.29097, -2.17693, -0.22538)
C (-4.51280, -1.60302, 0.73150)
C (-3.08135, -1.43440, 0.58996)
C (-2.32489, -0.93910, 1.62013)
H (0.23129, -4.75931, 1.19582)
H (-0.81540, -3.35402, 0.93508)
H (0.93451, -3.18411, 0.78090)
H (0.62708, -6.21161, -0.61733)
H (0.50268, -6.76807, -3.02172)
H (-0.26628, -5.05034, -4.63764)
H (-0.85246, -2.79701, -3.84489)
H (-2.92110, 0.11968, -2.18306)
H (-3.04561, 1.80704, -3.98123)
H (-1.10226, 2.14069, -5.48979)
H (0.95635, 0.83286, -5.13210)
H (2.32620, -0.42351, -3.69643)
H (1.48289, -1.98117, -3.62961)
H (1.70436, -1.04251, -2.15773)
H (-2.96204, -2.78291, -2.58687)
H (-5.36321, -3.11762, -2.18492)
H (-6.35673, -2.29017, -0.05161)
H (-4.95760, -1.26017, 1.66066)
H (-1.24941, -0.87227, 1.55070)
H (-2.77838, -0.64189, 2.55791)
C (2.93612, 5.19367, -0.32833)
C (2.79212, 3.71854, -0.02626)
O (4.06643, 3.07402, 0.11601)
P (2.02132, 2.76460, -1.37370)
O (0.73167, 3.51304, -1.93709)
O (3.03198, 2.93238, -2.61369)
O (1.78376, 1.34590, -1.04324)
P (1.85082, 3.41097, 1.53085)
O (0.32865, 3.52028, 0.94339)
O (2.11272, 4.49832, 2.51542)
O (2.12163, 1.98794, 1.93243)
H (3.62078, 5.34502, -1.16371)
H (3.31096, 5.70430, 0.55719)
H (1.95597, 5.60129, -0.57878)
H (3.93545, 2.36764, 0.77312)
H (-0.01482, 2.89384, -1.90623)
H (3.62381, 2.16470, -2.61872)
H (-0.18145, 3.58796, 1.78475)
C (-0.50717, 0.07585, 5.13126)
N (0.56457, 1.02814, 5.00644)
C (1.81029, 0.84652, 5.73278)
C (2.59159, 2.09700, 5.33183)
N (1.51759, 3.01769, 4.97642)
C (0.41976, 2.31882, 4.62190)
S (-0.93366, 2.95088, 3.87866)
H (-0.20906, -0.88635, 4.71161)
H (-1.37143, 0.44966, 4.58755)
H (-0.77883, -0.06464, 6.18400)
H (2.31112, -0.07489, 5.43439)
H (1.61463, 0.81389, 6.81330)
H (3.21949, 1.90012, 4.45847)
H (3.20251, 2.50414, 6.13623)
H (1.75211, 3.81859, 4.37569)

## Properties
Charge = -1
ΔE to the lowest compared entry with this formula, charge and spin = 48.7 kcal/mol
Largest force on an atom = 3.478 eV/A
Frontier orbital gap = 4.610 eV
Energy = -3128.72760 Eh

The following is a DFT calculation (the ωB97M-V functional and the def2-TZVPD basis) of C27H36As2CrF12N6O4 as an isolated structure at a distorted geometry.

Positions of all 88 atoms, in Å:
Cr (-0.11337, 2.74074, 1.88635)
N (0.28039, 0.69676, 0.07942)
O (0.55347, 0.80989, 1.33419)
O (0.54606, -0.33310, -0.49701)
O (-0.18504, 1.71997, -0.41817)
C (4.05620, -1.33516, 0.57915)
C (3.64772, -1.70679, 1.96736)
O (4.31540, -2.10569, 2.84404)
N (2.14681, -1.42210, 2.24396)
H (1.91545, -0.43519, 2.08298)
H (1.64475, -2.00276, 1.57346)
C (1.72900, -1.81419, 3.61571)
H (3.79170, -2.08733, -0.16295)
H (5.13974, -1.22437, 0.60230)
H (3.68948, -0.34252, 0.31109)
H (0.64859, -1.65552, 3.62725)
H (2.12185, -1.10425, 4.34103)
H (2.00520, -2.81729, 3.91886)
C (0.21581, -2.96641, -8.80354)
N (0.69545, -1.72699, -8.13186)
C (-0.10322, -0.64995, -8.09481)
C (0.23618, 0.48992, -7.38960)
C (1.42865, 0.51794, -6.67241)
C (2.27264, -0.58255, -6.79940)
C (1.88724, -1.69148, -7.51145)
C (1.82327, 1.75279, -5.94195)
C (2.95797, 2.44706, -6.36494)
C (3.31281, 3.56184, -5.65831)
N (2.45141, 4.11861, -4.78657)
C (1.28725, 3.54932, -4.44723)
C (0.99623, 2.29594, -4.96432)
C (2.76109, 5.50974, -4.38317)
H (0.68644, -3.04545, -9.77926)
H (-0.86612, -2.91670, -8.86054)
H (0.48025, -3.79569, -8.15257)
H (-1.05589, -0.67331, -8.60500)
H (-0.51033, 1.27015, -7.45526)
H (3.16116, -0.57842, -6.18139)
H (2.44725, -2.61641, -7.51059)
H (3.57177, 1.97474, -7.11902)
H (4.19102, 4.14972, -5.88791)
H (0.70258, 4.07762, -3.70311)
H (0.10945, 1.73939, -4.69554)
H (2.79558, 6.12527, -5.27986)
H (3.73610, 5.49983, -3.90236)
H (1.99091, 5.90717, -3.72880)
C (-6.21920, -1.99931, 9.11849)
N (-5.61197, -2.21814, 7.79612)
C (-6.38723, -2.24773, 6.70302)
C (-5.83577, -2.38646, 5.44724)
C (-4.46346, -2.53718, 5.29557)
C (-3.67268, -2.48577, 6.44501)
C (-4.27276, -2.33575, 7.67474)
C (-3.80442, -2.69169, 3.95983)
C (-3.30920, -3.94619, 3.59112)
C (-2.66493, -4.11090, 2.38914)
N (-2.67290, -3.09511, 1.49633)
C (-3.23713, -1.91107, 1.75256)
C (-3.78585, -1.68823, 3.00753)
C (-1.96737, -3.31612, 0.19208)
H (-5.45587, -1.81006, 9.86767)
H (-6.81863, -2.84943, 9.43878)
H (-6.85489, -1.11635, 9.07642)
H (-7.45209, -2.12908, 6.85327)
H (-6.46320, -2.56521, 4.58341)
H (-2.59791, -2.60616, 6.44922)
H (-3.73397, -2.22315, 8.60506)
H (-3.30844, -4.79099, 4.26798)
H (-2.20878, -5.03359, 2.06043)
H (-3.11927, -1.14239, 1.00403)
H (-4.19734, -0.71000, 3.22034)
H (-1.84112, -2.37692, -0.33365)
H (-2.62404, -3.97380, -0.37488)
H (-1.03718, -3.81273, 0.44626)
As (1.44280, 5.58934, -0.26876)
F (0.18589, 5.23733, -1.42907)
F (0.70218, 4.24397, 0.75300)
F (2.66654, 5.77606, 0.90400)
F (2.02575, 6.84549, -1.27163)
F (0.41907, 6.58107, 0.68246)
F (2.46552, 4.42050, -1.06930)
As (3.51118, 2.33736, 3.25455)
F (1.82907, 2.52655, 2.62198)
F (3.31125, 0.61604, 2.78074)
F (5.09007, 2.04488, 3.81211)
F (3.52227, 3.99387, 3.65060)
F (2.77870, 1.95448, 4.76911)
F (4.07098, 2.61778, 1.65887)

## Properties
Charge = +4
Largest force on an atom = 3.244 eV/A
Frontier orbital gap (alpha / beta) = 8.457 / 8.476 eV
<S²> = 6.009
2S+1 = 5
Energy = -8393.13794 Eh

Q: Which value of largest force on an atom does entry 2 give?
A: 3.478 eV/A

Q: Which of these has the highest charge?
A: C27H36As2CrF12N6O4

Q: energy of number 3 (C27H36As2CrF12N6O4)?
A: -8393.13794 Eh